Record 1
Formula: C32H66F10N4Si
Source: the OMol25 dataset
Level of theory: the ωB97M-V functional and the def2-TZVPD basis

The electronic energy is -75265.817 eV. Its SMILES is C#CC[Si](C)(C(F)(F)C(F)(F)F)C(F)(F)C(F)(F)F.CCN(CC)CC.CCN(CC)CC.CCN(CC)CC.CCN(CC)CC. For the strongest force on any atom, the calculation gives 1.91 eV Å⁻¹. For the HOMO energy, the calculation gives -0.2958 Ha. The spin multiplicity is 1.

Each line ends with the Löwdin charge.
CARTESIAN COORDINATES (ANGSTROEM)
C1 -1.088 -8.608 4.990  0.12
C2 -1.429 -7.621 4.440  -0.23
C3 -1.855 -6.401 3.797  -0.22
Si1 -0.717 -5.858 2.404  0.82
C4 1.099 -6.034 2.718  -0.12
C5 -1.227 -6.827 0.810  -0.43
F1 -0.500 -6.372 -0.245  0.08
F2 -2.540 -6.575 0.547  0.08
C6 -1.047 -8.374 0.855  -0.55
F3 -0.118 -8.704 1.769  0.14
F4 -0.647 -8.847 -0.337  0.16
F5 -2.203 -8.969 1.195  0.16
C7 -1.129 -3.988 2.056  -0.43
F6 -0.667 -3.630 0.827  0.08
F7 -2.484 -3.835 2.038  0.08
C8 -0.555 -2.990 3.082  -0.56
F8 -0.372 -3.585 4.296  0.11
F9 -1.366 -1.967 3.291  0.18
F10 0.641 -2.557 2.653  0.16
H1 -0.658 -9.462 5.438  0.04
H2 -1.950 -5.624 4.549  0.09
H3 -2.852 -6.532 3.382  0.10
H4 1.459 -5.382 3.505  0.03
H5 1.380 -7.048 2.971  0.04
H6 1.634 -5.770 1.810  0.05
C9 -1.641 2.677 2.024  -0.09
C10 -1.230 2.632 0.560  -0.28
N1 -0.179 1.670 0.293  -0.20
C11 0.413 1.815 -1.024  -0.24
C12 -0.469 1.555 -2.252  -0.08
C13 -0.450 0.311 0.726  -0.25
C14 -1.690 -0.389 0.156  -0.07
H7 -0.777 2.859 2.664  0.08
H8 -2.357 3.484 2.180  0.07
H9 -2.119 1.752 2.346  0.06
H10 -0.848 3.619 0.282  0.12
H11 -2.129 2.463 -0.054  0.10
H12 1.293 1.168 -1.076  0.11
H13 0.800 2.837 -1.092  0.11
H14 -0.652 0.492 -2.407  0.06
H15 0.034 1.928 -3.146  0.05
H16 -1.431 2.064 -2.183  0.07
H17 -0.527 0.304 1.816  0.09
H18 0.432 -0.296 0.509  0.11
H19 -2.570 0.255 0.155  0.07
H20 -1.927 -1.259 0.769  0.05
H21 -1.525 -0.745 -0.860  0.06
C15 -1.681 3.647 -9.609  -0.09
C16 -1.681 3.820 -8.098  -0.28
N2 -1.047 2.721 -7.397  -0.20
C17 -1.287 2.736 -5.966  -0.25
C18 -0.716 3.905 -5.155  -0.09
C19 0.310 2.413 -7.810  -0.25
C20 1.362 3.528 -7.716  -0.08
H22 -2.135 2.696 -9.890  0.08
H23 -2.257 4.450 -10.071  0.07
H24 -0.675 3.686 -10.029  0.06
H25 -2.719 3.868 -7.760  0.12
H26 -1.230 4.796 -7.855  0.10
H27 -0.918 1.796 -5.545  0.11
H28 -2.372 2.713 -5.817  0.11
H29 0.362 3.819 -5.020  0.06
H30 -1.162 3.916 -4.158  0.06
H31 -0.930 4.869 -5.618  0.06
H32 0.276 2.063 -8.844  0.10
H33 0.648 1.549 -7.233  0.11
H34 0.987 4.479 -8.096  0.06
H35 2.235 3.260 -8.314  0.07
H36 1.708 3.683 -6.695  0.05
C21 1.112 10.867 -2.585  -0.09
C22 1.448 9.853 -3.668  -0.28
N3 0.990 8.513 -3.357  -0.20
C23 1.544 7.496 -4.231  -0.25
C24 1.172 7.537 -5.718  -0.08
C25 -0.423 8.386 -3.051  -0.25
C26 -1.436 8.846 -4.110  -0.08
H37 1.495 10.543 -1.617  0.08
H38 1.567 11.828 -2.828  0.07
H39 0.038 11.032 -2.494  0.06
H40 2.536 9.811 -3.770  0.12
H41 1.060 10.223 -4.631  0.10
H42 1.274 6.516 -3.826  0.11
H43 2.634 7.554 -4.149  0.11
H44 0.151 7.199 -5.892  0.04
H45 1.829 6.867 -6.277  0.07
H46 1.285 8.532 -6.148  0.07
H47 -0.619 8.939 -2.129  0.10
H48 -0.617 7.341 -2.797  0.11
H49 -1.162 9.806 -4.548  0.07
H50 -2.419 8.966 -3.650  0.07
H51 -1.545 8.122 -4.916  0.05
C27 0.688 -5.452 6.684  -0.09
C28 0.855 -5.839 8.145  -0.26
N4 1.166 -7.244 8.326  -0.20
C29 1.056 -7.686 9.705  -0.25
C30 2.025 -7.093 10.737  -0.09
C31 2.316 -7.731 7.587  -0.25
C32 3.671 -7.052 7.828  -0.08
H52 -0.057 -6.087 6.201  0.06
H53 0.358 -4.415 6.612  0.07
H54 1.624 -5.535 6.129  0.07
H55 -0.089 -5.643 8.661  0.12
H56 1.604 -5.173 8.603  0.10
H57 1.144 -8.775 9.720  0.11
H58 0.034 -7.471 10.032  0.11
H59 3.029 -7.502 10.638  0.05
H60 1.678 -7.332 11.744  0.07
H61 2.087 -6.007 10.664  0.07
H62 2.083 -7.662 6.521  0.09
H63 2.410 -8.802 7.784  0.11
H64 3.586 -5.965 7.848  0.07
H65 4.360 -7.310 7.020  0.07
H66 4.134 -7.374 8.759  0.05

***

Record 2
Formula: C32H67Cl2N3O33
Source: the OMol25 dataset
Level of theory: the ωB97M-V functional and the def2-TZVPD basis

The electronic energy is -131344.167 eV. For the strongest force on any atom, the calculation gives 2.74 eV Å⁻¹. For the HOMO energy, the calculation gives -0.3770 Ha. The spin multiplicity is 1.

Each line ends with the Löwdin charge.
CARTESIAN COORDINATES (ANGSTROEM)
Cl1 6.596 -0.749 -1.138  0.58
C1 4.854 -0.685 -1.558  -0.64
C2 4.650 -0.165 -2.975  -0.64
Cl2 5.202 -1.381 -4.168  0.54
H1 4.289 -0.122 -0.820  0.07
H2 4.568 -1.733 -1.525  0.04
H3 5.214 0.738 -3.188  0.07
H4 3.580 -0.023 -3.120  0.04
C3 1.570 -2.946 -1.067  0.06
N1 1.104 -1.852 -1.950  -0.39
O1 -0.039 -1.452 -1.845  0.06
O2 1.929 -1.322 -2.663  0.05
H5 1.399 -2.642 -0.039  0.06
H6 2.622 -3.108 -1.282  0.09
H7 1.055 -3.878 -1.289  0.11
C4 0.010 4.523 -4.537  0.06
N2 1.071 4.424 -3.486  -0.41
O3 1.580 3.358 -3.219  0.07
O4 1.342 5.488 -2.968  0.05
H8 0.617 4.393 -5.434  0.11
H9 -0.322 5.554 -4.586  0.10
H10 -0.825 3.849 -4.395  0.07
C5 -2.807 -1.598 -0.168  0.05
N3 -2.095 -2.268 0.948  -0.34
O5 -0.888 -2.370 0.840  0.08
O6 -2.737 -2.775 1.837  0.07
H11 -2.621 -2.152 -1.082  0.09
H12 -2.424 -0.583 -0.254  0.06
H13 -3.856 -1.583 0.110  0.10
C6 0.095 0.172 -4.812  -0.03
O7 -0.518 1.357 -5.304  -0.02
C7 -1.245 1.312 -6.407  -0.64
O8 -1.475 0.343 -7.073  0.15
O9 -1.700 2.550 -6.591  -0.02
C8 -2.643 2.757 -7.638  -0.03
H14 1.014 -0.030 -5.365  0.11
H15 -0.518 -0.727 -4.852  0.10
H16 0.381 0.420 -3.796  0.06
H17 -2.210 3.151 -8.557  0.10
H18 -3.294 3.550 -7.269  0.09
H19 -3.233 1.872 -7.863  0.10
C9 -3.594 -0.644 -4.134  -0.04
O10 -3.658 -1.863 -4.852  0.03
C10 -3.762 -2.954 -4.123  -0.61
O11 -3.847 -2.949 -2.920  0.11
O12 -3.587 -4.002 -4.926  0.02
C11 -3.368 -5.248 -4.291  -0.05
H20 -3.295 0.112 -4.858  0.09
H21 -2.834 -0.622 -3.354  0.08
H22 -4.552 -0.387 -3.687  0.10
H23 -2.689 -5.154 -3.445  0.10
H24 -2.900 -5.896 -5.031  0.09
H25 -4.298 -5.744 -4.008  0.10
C12 -2.805 5.300 1.299  -0.02
O13 -1.449 4.856 1.462  -0.01
C13 -0.664 4.907 0.381  -0.62
O14 -1.046 5.109 -0.742  0.12
O15 0.555 4.609 0.781  0.01
C14 1.551 4.319 -0.228  0.01
H26 -2.980 6.350 1.521  0.10
H27 -3.297 4.686 2.054  0.09
H28 -3.204 5.003 0.332  0.08
H29 2.523 4.097 0.194  0.10
H30 1.502 5.190 -0.880  0.07
H31 1.210 3.448 -0.790  0.05
C15 -0.279 1.505 -1.246  -0.05
O16 -0.245 0.994 0.073  0.01
C16 0.784 0.238 0.443  -0.60
O17 1.741 0.038 -0.281  0.10
O18 0.589 -0.280 1.627  0.00
C17 1.616 -1.102 2.153  -0.02
H32 0.734 1.669 -1.612  0.08
H33 -0.776 2.475 -1.280  0.09
H34 -0.789 0.893 -1.990  0.08
H35 2.484 -0.470 2.355  0.09
H36 1.835 -2.030 1.641  0.07
H37 1.320 -1.237 3.194  0.07
C18 -0.673 2.331 3.176  -0.02
O19 0.228 2.999 4.062  0.03
C19 1.522 2.800 3.914  -0.62
O20 2.031 1.879 3.318  0.12
O21 2.204 3.777 4.483  0.02
C20 3.605 3.653 4.587  -0.05
H38 -0.307 2.396 2.152  0.08
H39 -1.638 2.820 3.241  0.09
H40 -0.755 1.263 3.377  0.09
H41 4.030 4.523 5.079  0.09
H42 4.032 3.618 3.582  0.09
H43 3.944 2.754 5.102  0.09
C21 -3.353 3.378 -2.906  -0.05
O22 -3.703 3.178 -1.568  0.01
C22 -3.674 1.993 -0.991  -0.59
O23 -3.372 0.957 -1.522  0.11
O24 -3.938 2.181 0.300  0.03
C23 -3.827 0.986 1.071  -0.04
H44 -2.934 4.371 -3.049  0.10
H45 -4.245 3.315 -3.540  0.10
H46 -2.688 2.622 -3.331  0.08
H47 -2.807 0.611 1.146  0.09
H48 -4.590 0.290 0.726  0.09
H49 -4.102 1.205 2.103  0.10
C24 5.700 -0.815 2.241  -0.06
O25 4.768 -1.597 1.514  -0.03
C25 4.737 -2.916 1.756  -0.62
O26 5.598 -3.537 2.330  0.13
O27 3.666 -3.444 1.241  -0.02
C26 3.414 -4.834 1.319  -0.01
H50 6.092 -1.252 3.155  0.10
H51 5.321 0.201 2.359  0.09
H52 6.560 -0.612 1.598  0.05
H53 4.279 -5.384 0.937  0.10
H54 2.596 -5.203 0.708  0.09
H55 3.307 -5.112 2.366  0.08
C27 2.907 -5.789 5.485  -0.04
O28 3.205 -4.587 6.178  0.01
C28 2.699 -3.449 5.701  -0.61
O29 1.898 -3.326 4.803  0.12
O30 3.143 -2.463 6.451  0.02
C29 2.932 -1.128 5.996  -0.02
H56 3.289 -6.582 6.127  0.10
H57 3.437 -5.882 4.538  0.08
H58 1.839 -5.956 5.354  0.10
H59 3.455 -0.894 5.067  0.09
H60 3.277 -0.499 6.809  0.10
H61 1.879 -0.993 5.762  0.08
C30 -5.708 -1.639 2.909  -0.03
O31 -4.336 -1.255 2.946  -0.05
C31 -3.564 -1.989 3.739  -0.68
O32 -3.875 -2.993 4.325  0.14
O33 -2.387 -1.393 3.801  -0.02
C32 -1.377 -1.901 4.639  -0.04
H62 -6.280 -1.384 3.799  0.10
H63 -5.827 -2.705 2.722  0.10
H64 -6.153 -1.127 2.057  0.09
H65 -1.716 -2.113 5.654  0.10
H66 -0.466 -1.325 4.541  0.07
H67 -1.119 -2.907 4.280  0.10

***

Record 3
Formula: C32H68N3O2
Source: the OMol25 dataset
Level of theory: the ωB97M-V functional and the def2-TZVPD basis

The electronic energy is -42844.173 eV. The charge is +1. For the strongest force on any atom, the calculation gives 1.99 eV Å⁻¹. For the HOMO energy, the calculation gives -0.4290 Ha. The spin multiplicity is 1.

Each line ends with the Löwdin charge.
CARTESIAN COORDINATES (ANGSTROEM)
C1 9.848 4.206 1.357  -0.11
C2 9.691 3.976 -0.148  -0.26
C3 8.379 3.246 -0.475  -0.22
C4 8.546 1.716 -0.347  -0.21
C5 9.016 1.096 -1.680  -0.20
C6 7.838 0.617 -2.553  -0.21
C7 7.743 -0.912 -2.663  -0.21
C8 7.592 -1.611 -1.310  -0.22
C9 6.145 -1.917 -0.923  -0.22
C10 6.088 -2.731 0.377  -0.23
C11 4.673 -2.856 0.936  -0.22
C12 4.619 -3.558 2.298  -0.21
C13 3.559 -2.997 3.252  -0.20
C14 2.149 -3.581 3.020  -0.21
C15 1.244 -2.646 2.211  -0.22
C16 -0.195 -3.166 2.093  -0.20
C17 -0.881 -2.684 0.786  -0.20
C18 -2.362 -2.319 0.952  -0.19
C19 -2.611 -0.809 0.850  -0.19
C20 -2.448 -0.278 -0.568  -0.13
C21 -3.552 -0.721 -1.567  -0.20
O1 -4.657 -1.331 -0.869  -0.03
C22 -5.864 -0.637 -0.994  -0.23
C23 -6.859 -1.471 -1.834  -0.16
O2 -6.788 -2.806 -1.440  -0.15
C24 -7.467 -3.120 -0.237  -0.07
N1 -5.538 0.700 -1.564  -0.10
C25 -5.117 1.733 -0.536  -0.08
C26 -5.994 1.810 0.710  -0.19
C27 -5.801 3.165 1.403  -0.20
C28 -6.706 3.290 2.645  -0.24
C29 -7.247 4.719 2.840  -0.10
N2 -6.474 1.195 -2.535  0.04
C30 -7.821 1.495 -2.011  -0.21
C31 -8.076 2.949 -1.589  -0.06
C32 -4.219 0.390 -2.362  -0.22
N3 -4.504 -0.068 -3.702  0.10
H1 10.570 4.987 1.584  0.07
H2 8.890 4.475 1.799  0.07
H3 10.194 3.289 1.835  0.07
H4 10.519 3.390 -0.545  0.10
H5 9.684 4.938 -0.664  0.10
H6 7.581 3.591 0.182  0.10
H7 8.077 3.462 -1.501  0.10
H8 9.274 1.503 0.439  0.10
H9 7.603 1.264 -0.039  0.10
H10 9.625 0.224 -1.438  0.10
H11 9.618 1.825 -2.218  0.10
H12 7.947 1.043 -3.551  0.10
H13 6.887 0.987 -2.160  0.11
H14 6.902 -1.164 -3.310  0.10
H15 8.658 -1.251 -3.152  0.11
H16 8.142 -2.555 -1.306  0.11
H17 8.020 -1.022 -0.499  0.10
H18 5.621 -0.977 -0.723  0.11
H19 5.632 -2.477 -1.706  0.11
H20 6.502 -3.721 0.164  0.12
H21 6.737 -2.269 1.124  0.11
H22 4.081 -3.408 0.200  0.11
H23 4.240 -1.854 0.988  0.11
H24 4.452 -4.625 2.141  0.11
H25 5.594 -3.481 2.783  0.11
H26 3.851 -3.183 4.284  0.10
H27 3.506 -1.917 3.103  0.10
H28 1.668 -3.855 3.960  0.11
H29 2.242 -4.497 2.431  0.11
H30 1.224 -1.657 2.671  0.11
H31 1.680 -2.563 1.213  0.10
H32 -0.794 -2.799 2.926  0.11
H33 -0.169 -4.255 2.113  0.11
H34 -0.301 -1.836 0.417  0.09
H35 -0.751 -3.473 0.045  0.11
H36 -2.976 -2.831 0.209  0.10
H37 -2.715 -2.681 1.918  0.11
H38 -3.581 -0.544 1.275  0.10
H39 -1.867 -0.320 1.486  0.12
H40 -1.506 -0.679 -0.948  0.11
H41 -2.308 0.804 -0.577  0.11
H42 -3.126 -1.505 -2.186  0.16
H43 -6.240 -0.588 0.028  0.15
H44 -6.613 -1.419 -2.892  0.13
H45 -7.885 -1.114 -1.713  0.12
H46 -6.790 -3.621 0.452  0.10
H47 -8.325 -3.756 -0.448  0.10
H48 -7.847 -2.229 0.272  0.09
H49 -5.073 2.696 -1.040  0.13
H50 -4.104 1.507 -0.217  0.11
H51 -7.050 1.658 0.494  0.10
H52 -5.672 1.035 1.406  0.12
H53 -4.762 3.205 1.738  0.12
H54 -5.979 3.975 0.697  0.10
H55 -7.551 2.613 2.527  0.10
H56 -6.127 3.023 3.525  0.11
H57 -6.534 5.435 2.432  0.07
H58 -8.211 4.851 2.359  0.07
H59 -7.338 4.959 3.897  0.07
H60 -6.080 2.036 -2.934  0.14
H61 -8.066 0.823 -1.196  0.10
H62 -8.512 1.235 -2.813  0.13
H63 -7.157 3.466 -1.313  0.06
H64 -8.559 3.527 -2.371  0.08
H65 -8.702 2.966 -0.698  0.08
H66 -3.618 1.296 -2.411  0.16
H67 -3.800 -0.730 -3.996  0.10
H68 -4.480 0.686 -4.373  0.09

***

no.,frontier orbital gap (eV)
1,8.72
2,10.50
3,9.32